Entry 1:
{
  "formula": "C32H38NO5P2W",
  "method": "ωB97M-V with the def2-TZVPD basis set",
  "elements": ["H", "H", "C", "C", "C", "H", "C", "C", "O", "O", "N", "C", "P", "C", "H", "C", "H", "H", "H", "H", "C", "H", "H", "C", "H", "H", "C", "C", "H", "C", "C", "H", "H", "H", "H", "O", "H", "C", "C", "H", "C", "H", "H", "H", "H", "C", "C", "P", "C", "C", "H", "C", "C", "H", "H", "C", "H", "H", "C", "C", "H", "C", "H", "C", "H", "O", "H", "H", "H", "C", "C", "H", "H", "O", "C", "C", "W", "H", "H"],
  "xyz": [[1.471, 4.134, -2.004], [-4.390, 2.374, -1.237], [2.160, 2.977, -3.679], [-3.787, 0.447, -3.959], [2.112, 1.756, -4.333], [-4.405, -2.213, 3.688], [2.556, 2.241, 2.072], [-4.675, -0.546, 2.255], [-0.047, -1.487, 2.436], [0.087, 0.252, 3.737], [-0.153, -0.391, -0.284], [-1.789, 1.759, 3.202], [2.367, 0.487, 1.605], [-2.048, -0.855, 3.727], [3.719, -0.900, 4.874], [1.464, 3.166, -2.487], [3.975, 3.849, 2.115], [-5.352, 1.816, -3.440], [-2.095, -0.829, -4.240], [4.190, 2.792, 0.724], [-2.618, -1.710, 2.584], [2.646, -0.684, -0.445], [-1.678, -4.912, -3.227], [1.496, -3.711, -3.223], [5.257, 0.576, 0.620], [2.509, -4.029, -3.429], [1.382, 0.703, -3.797], [-0.568, -0.744, 3.459], [-3.404, 0.865, 4.192], [0.441, -4.604, -3.371], [3.949, 2.811, 1.786], [3.018, 1.017, -0.619], [0.640, -5.618, -3.691], [0.172, 2.294, -1.033], [2.006, -1.039, 4.559], [-1.055, 1.661, 1.877], [1.325, -0.234, -4.333], [-0.865, -4.209, -3.109], [3.192, 0.145, 0.012], [4.727, 2.279, 2.334], [2.893, -0.464, 4.313], [-2.264, -1.203, 4.737], [-3.503, 1.105, 1.386], [2.764, 0.557, 4.670], [-5.228, -0.608, 1.320], [-2.059, 0.163, -2.314], [-4.118, -1.919, 2.679], [-0.399, -0.378, -1.980], [1.248, -2.411, -2.820], [-4.430, 1.347, -3.121], [-4.209, 0.207, -4.926], [-3.407, 0.260, 2.062], [-3.890, 1.661, -1.879], [5.078, -0.237, -0.922], [2.634, 1.621, -5.270], [-1.128, -2.912, -2.705], [2.725, 3.795, -4.106], [2.073, -1.719, -2.708], [-2.596, -0.145, -3.568], [0.744, 2.120, -1.940], [3.202, -1.567, 2.465], [0.714, 0.879, -2.584], [-5.325, -0.088, 2.999], [3.242, -0.538, 2.831], [4.271, -0.193, 2.679], [-1.630, 2.699, 3.861], [-2.277, 1.345, -0.517], [2.325, 2.297, 3.139], [4.868, -1.151, 0.563], [4.686, -0.186, 0.093], [-0.070, -2.003, -2.577], [-4.434, -2.709, 2.002], [-2.044, -2.600, 2.356], [-2.448, -0.712, 1.499], [-2.717, 0.569, 3.402], [-2.704, 1.073, -1.476], [-0.156, 0.143, 1.394], [-2.147, -2.607, -2.505], [1.788, 2.823, 1.556]],
  "mulliken_charge": [0.514, 0.512, -0.635, -0.882, -0.894, 0.366, -0.598, -0.965, -0.588, -0.376, 1.141, -0.168, 0.260, -0.240, 0.449, -0.854, 0.432, 0.450, 0.518, 0.356, -0.163, -0.008, 0.475, -1.052, 0.355, 0.486, -0.664, 0.548, 0.792, -0.576, -1.380, 0.238, 0.454, 0.503, 0.254, -0.662, 0.559, -0.900, 0.322, 0.357, -1.227, 0.668, 0.602, 0.329, 0.378, 0.822, -1.010, 1.142, -0.488, -0.660, 0.488, -0.443, -1.009, 0.461, 0.491, -0.770, 0.462, 0.458, -0.730, -0.238, 0.504, 1.063, 0.433, -0.715, 0.657, -0.372, 0.512, 0.544, 0.397, -1.626, 0.476, 0.389, 0.787, -0.320, 0.323, 0.003, 0.511, 0.474, 0.496],
  "fmax_ev_per_a": 2.57,
  "total_charge": 3,
  "de_lowest_ev": 0.475,
  "homo_ev": -17.270,
  "homo_lumo_gap_ev": 6.26,
  "spin_multiplicity": 1
}

---

Entry 2:
{
  "formula": "C32H39AlGe2N3OS2",
  "method": "ωB97M-V with the def2-TZVPD basis set",
  "elements": ["H", "H", "H", "C", "C", "H", "H", "Ge", "H", "H", "C", "H", "C", "C", "C", "C", "H", "H", "C", "H", "C", "C", "H", "H", "H", "H", "C", "C", "C", "C", "H", "C", "C", "H", "H", "H", "N", "C", "C", "C", "Al", "C", "H", "C", "C", "H", "H", "H", "C", "H", "H", "H", "C", "C", "H", "C", "H", "H", "H", "H", "Ge", "N", "H", "H", "H", "C", "C", "S", "H", "H", "H", "C", "C", "S", "O", "N", "H", "C", "H", "C"],
  "xyz": [[2.502, 1.275, 3.424], [-2.937, 6.042, -3.233], [-2.452, -2.008, -5.217], [1.060, -1.395, -4.530], [2.815, 4.186, -0.045], [1.345, -3.467, 0.487], [1.302, 3.001, -0.958], [2.225, 0.038, -0.770], [4.643, 0.879, 0.723], [-3.442, 1.796, -3.387], [1.545, -1.270, -3.238], [2.312, 5.118, -0.272], [-1.794, 1.182, -1.355], [-2.999, 2.674, -2.941], [2.223, -3.528, -0.155], [3.776, -1.721, 1.992], [1.111, -2.351, -5.036], [0.072, 1.806, -5.042], [0.977, 1.066, -3.249], [0.152, -0.386, -6.192], [2.031, 3.377, 3.371], [-3.715, -1.446, -3.548], [-3.591, -3.697, -0.475], [-4.465, -2.219, -3.710], [-2.882, -3.802, -3.464], [-4.217, -0.571, -3.148], [0.527, -0.290, -5.180], [4.112, 1.800, 0.512], [4.037, 4.200, 0.619], [4.684, 3.004, 0.901], [4.780, -2.177, -2.054], [-2.122, -1.169, -1.725], [-2.968, -1.128, -4.830], [5.598, -2.932, -0.681], [1.247, 5.389, 3.214], [-1.291, 2.292, 2.116], [-2.800, -1.977, -2.511], [0.525, 1.632, 2.723], [-0.153, 3.911, 2.609], [5.013, -2.066, -0.996], [-0.138, -0.190, 0.373], [-2.725, -3.447, -2.446], [-3.673, -0.792, -5.592], [-1.838, 4.916, -1.777], [2.897, 1.769, -0.178], [2.860, -1.591, 2.568], [1.969, -2.141, -2.752], [4.426, -0.864, 2.164], [1.766, 2.030, 3.192], [4.289, -2.608, 2.367], [1.893, -3.633, -1.186], [5.625, -1.174, -0.866], [-3.765, -4.025, -1.500], [0.483, 0.941, -4.536], [2.774, -4.428, 0.121], [-2.710, 5.057, -2.849], [-4.772, -3.727, -1.793], [-3.971, 4.049, -4.262], [-3.716, -5.113, -1.522], [0.944, 2.039, -2.780], [3.391, -1.983, 0.095], [-2.281, 0.152, -1.975], [-2.234, -0.340, -4.659], [-1.384, 5.792, -1.332], [2.997, 3.684, 3.749], [-3.290, 3.936, -3.429], [1.525, -0.035, -2.581], [-1.160, -1.961, -0.467], [-1.717, -3.738, -2.160], [-0.970, 4.572, 2.360], [4.489, 5.142, 0.905], [-1.549, 3.656, -1.282], [2.251, 2.983, -0.439], [0.027, -0.051, 2.602], [-1.021, 1.167, -0.290], [-0.385, 2.594, 2.454], [-0.859, 3.541, -0.455], [1.063, 4.334, 3.075], [5.642, 3.009, 1.404], [-2.128, 2.525, -1.861]],
  "nbo_charge": [0.264, 0.237, 0.216, -0.199, -0.202, 0.233, 0.213, 0.736, 0.206, 0.232, -0.202, 0.227, 0.684, -0.153, -1.064, -1.070, 0.232, 0.233, -0.137, 0.235, -0.066, -0.214, 0.220, 0.221, 0.226, 0.231, -0.170, -0.147, -0.189, -0.224, 0.247, 0.412, -0.624, 0.257, 0.265, 0.455, -0.320, 0.115, 0.083, -1.057, 1.429, -0.225, 0.239, -0.203, -0.464, 0.239, 0.213, 0.235, -0.233, 0.260, 0.237, 0.244, -0.622, -0.225, 0.260, -0.153, 0.222, 0.237, 0.243, 0.204, 1.269, -0.606, 0.222, 0.225, 0.257, -0.203, -0.481, -0.273, 0.226, 0.250, 0.236, -0.208, -0.223, -0.213, -0.921, -0.451, 0.208, -0.231, 0.237, -0.096],
  "fmax_ev_per_a": 0.16,
  "total_charge": 2,
  "homo_ev": [-13.188, -14.241],
  "homo_lumo_gap_ev": [7.14, 6.27],
  "spin_multiplicity": 2
}

---

Entry 3:
{
  "formula": "C32H39BrGaN5O9Si",
  "method": "ωB97M-V with the def2-TZVPD basis set",
  "elements": ["H", "C", "H", "C", "H", "O", "H", "N", "C", "C", "H", "C", "C", "O", "Br", "C", "H", "O", "O", "H", "H", "C", "N", "O", "C", "H", "C", "H", "Ga", "H", "C", "H", "O", "C", "C", "H", "C", "C", "C", "H", "H", "C", "C", "H", "H", "H", "H", "C", "C", "C", "H", "C", "O", "H", "H", "H", "C", "C", "H", "H", "H", "Si", "C", "N", "C", "H", "C", "O", "H", "H", "H", "C", "O", "H", "H", "H", "H", "H", "N", "H", "C", "C", "H", "C", "C", "N", "H", "H"],
  "xyz": [[2.379, -2.795, -3.438], [0.001, -1.736, -4.649], [-1.151, 2.066, -2.725], [-1.032, -0.725, 5.371], [4.218, 4.641, 0.421], [-0.730, -3.010, 2.889], [4.268, 1.034, -2.688], [1.213, 2.550, 1.540], [-2.081, -0.934, 1.536], [-4.067, -2.278, 2.046], [-1.651, 0.325, -3.916], [-0.399, -1.721, 6.136], [-3.129, -1.187, 6.491], [-6.958, -0.758, 0.707], [1.259, 0.016, -0.521], [-0.337, 0.032, 4.329], [4.556, 2.606, 1.824], [-0.784, -0.783, 1.530], [-1.463, 1.925, 0.932], [-0.318, 1.362, -5.050], [-0.027, 2.406, -1.437], [-1.566, -0.485, -3.193], [0.983, -0.194, 4.146], [0.897, -2.048, 6.020], [-1.147, -2.440, 7.072], [-0.001, 3.835, 0.511], [1.026, 3.625, 0.782], [-2.862, 0.290, 4.961], [-0.147, 0.971, 1.796], [1.391, 1.509, -5.460], [2.086, 4.422, 0.376], [-4.183, -0.990, 6.624], [-6.735, -2.614, 1.777], [-2.465, 1.310, 0.319], [2.499, 1.064, 2.882], [-0.513, -2.049, -1.229], [-0.200, -1.185, -3.223], [2.461, 2.186, 1.906], [4.120, -0.007, -2.409], [2.008, 3.702, -3.271], [-0.202, 3.544, -2.778], [2.237, 2.646, -3.092], [2.984, -0.686, -3.188], [-1.822, -0.093, -2.208], [1.305, -1.456, 5.354], [4.273, -0.936, -4.907], [-2.329, -1.227, -3.455], [3.566, 2.911, 1.513], [-4.846, -1.359, 1.384], [0.963, 1.823, -3.317], [3.036, 2.369, -3.780], [-2.704, -2.063, 2.118], [-2.586, -3.923, 3.470], [1.899, 5.304, -0.219], [2.619, 2.557, -2.072], [0.446, 2.944, -5.090], [-0.171, 2.481, -2.515], [3.058, -2.182, -2.848], [0.055, -0.944, -5.401], [-0.645, -3.210, 7.640], [3.983, -0.052, -1.327], [1.235, 0.007, -2.801], [0.603, 1.896, -4.814], [-1.940, -3.082, 2.872], [-2.397, -0.474, 5.570], [5.049, -0.538, -2.642], [3.369, 4.050, 0.739], [-0.990, 0.861, 3.611], [2.570, -0.995, -5.340], [0.610, -2.980, -2.217], [-1.115, -3.014, -2.575], [-4.302, -0.219, 0.819], [-3.036, 1.802, -0.624], [2.855, -2.376, -1.792], [4.074, -2.535, -3.054], [-3.050, -2.751, 7.966], [0.887, -2.360, -4.752], [-4.927, 0.497, 0.306], [-6.293, -1.595, 1.284], [3.363, 0.872, 3.508], [-2.946, 0.011, 0.918], [-2.488, -2.175, 7.241], [-0.863, -2.359, -4.903], [3.291, -0.503, -4.688], [-0.292, -2.370, -2.248], [1.356, 0.543, 3.087], [3.339, 0.549, -4.970], [-4.501, -3.152, 2.504]],
  "mulliken_charge": [0.344, -1.931, 0.381, 0.122, 0.446, -0.607, 0.335, 0.387, 0.948, -0.190, 0.303, 0.764, -0.893, -0.639, -0.205, 0.949, 0.492, -0.769, -0.290, 0.318, -0.095, -2.266, -1.314, -0.672, -0.662, 0.637, -0.196, 0.458, 0.623, 0.310, -0.843, 0.434, -0.637, -0.109, -0.837, 0.168, 2.906, 0.781, -1.793, 0.608, 0.634, -2.109, 2.224, 0.408, 0.545, 0.523, 0.639, -0.918, -0.759, 2.794, 0.362, -0.746, -0.726, 0.474, 0.207, 0.531, -1.768, -2.036, 0.332, 0.458, 0.267, -0.658, -1.780, 1.299, -0.471, 0.563, -0.264, -0.952, 0.273, 0.248, 0.543, -0.446, -0.678, 0.302, 0.600, 0.386, 0.335, 0.676, 1.067, 0.569, 0.935, -0.318, 0.550, -1.685, -1.726, 0.511, 0.306, 0.715],
  "fmax_ev_per_a": 1.36,
  "de_lowest_ev": 0.000,
  "homo_ev": -8.391,
  "homo_lumo_gap_ev": 6.79,
  "spin_multiplicity": 1
}

---

> What is the formula in the third record?

C32H39BrGaN5O9Si